1.
{
  "formula": "C6H20INO4",
  "method": "ωB97M-V/def2-TZVPD",
  "species": ["H", "H", "O", "H", "C", "C", "C", "O", "H", "H", "H", "H", "C", "H", "H", "O", "H", "H", "H", "H", "C", "N", "H", "O", "H", "H", "H", "I", "C", "H", "H", "H"],
  "positions_angstrom": [[11.126603, -10.259600, -6.241379], [8.073524, -7.743259, -10.243089], [11.291088, -9.361027, -6.544896], [8.189164, -9.350507, -10.198527], [7.947914, -8.529501, -8.350671], [6.518175, -9.027996, -8.364639], [12.669228, -9.054152, -6.311364], [13.594269, -10.157169, -8.306310], [10.039101, -8.558086, -9.419132], [12.885576, -8.037247, -6.631233], [12.850808, -9.072851, -5.225757], [7.620906, -6.379903, -8.513339], [7.995512, -7.111476, -7.796168], [7.407549, -6.996031, -6.884491], [9.028221, -6.834663, -7.575469], [11.033074, -8.427876, -9.119160], [4.650345, -10.199556, -9.837659], [11.165149, -8.671113, -8.175418], [13.461665, -11.031687, -6.399283], [6.158926, -9.017046, -7.323668], [5.195223, -10.818733, -9.121925], [8.517045, -8.502174, -9.732472], [8.555293, -9.200088, -7.742920], [6.499441, -10.320631, -8.918767], [5.864199, -8.343202, -8.922710], [11.358602, -7.457685, -9.334627], [4.653163, -10.931562, -8.176966], [11.473996, -5.317233, -9.524072], [13.634643, -10.069132, -6.894978], [12.870706, -10.719499, -8.595104], [14.629947, -9.697095, -6.648533], [5.288531, -11.829722, -9.524485]],
  "forces_ev_per_angstrom": [[-0.1, 0.0, 0.0], [0.4, 0.2, 0.0], [0.1, 0.3, -0.4], [0.2, 0.0, 0.1], [-0.5, 0.8, -0.7], [0.1, 0.0, 0.5], [0.5, -0.4, 1.1], [0.1, -0.1, 0.1], [-0.2, 0.7, -0.2], [-0.3, 0.0, -0.4], [-0.1, 0.1, -0.1], [0.0, -0.1, -0.1], [0.4, 0.0, 0.3], [0.0, -0.2, 0.0], [-0.1, 0.1, 0.0], [0.3, -0.8, -0.1], [-0.2, 0.1, 0.1], [-0.1, 0.0, 0.0], [0.2, -0.1, -0.1], [-0.1, -0.2, -0.1], [0.1, -0.6, 0.0], [-0.4, -0.9, 0.4], [0.0, -0.1, 0.0], [0.0, 0.0, 0.0], [0.1, 0.0, -0.2], [-0.2, 0.3, 0.2], [-0.1, 0.3, 0.0], [0.0, -0.1, 0.0], [-0.2, 0.5, -0.3], [-0.1, 0.0, 0.1], [0.1, -0.3, 0.1], [0.1, 0.2, -0.1]],
  "lowdin_charge": [0.106, 0.113, -0.086, 0.105, -0.392, -0.227, -0.220, -0.047, 0.057, 0.131, 0.125, 0.087, -0.054, 0.084, 0.055, -0.001, 0.091, 0.057, 0.122, 0.134, -0.103, 0.057, 0.136, -0.192, 0.136, -0.189, 0.091, -0.233, -0.245, 0.085, 0.127, 0.090],
  "multiplicity": 1,
  "e_above_lowest_ev": 0.000,
  "homo_lumo_gap_ev": 7.3,
  "homo_energy_ha": -0.268
}

---

2.
{
  "formula": "C6H20MnN8O6",
  "method": "ωB97M-V/def2-TZVPD",
  "species": ["N", "H", "O", "H", "C", "N", "C", "H", "H", "O", "H", "H", "H", "H", "H", "H", "H", "C", "H", "N", "C", "O", "C", "H", "N", "C", "H", "H", "N", "H", "H", "Mn", "O", "O", "H", "N", "H", "N", "O", "N", "H"],
  "positions_angstrom": [[0.437946, 3.566077, 0.402631], [-0.834044, 2.171927, -2.178965], [-0.647558, -2.881250, -0.481426], [-0.553081, 3.386308, 0.327515], [-1.777006, -0.181711, 2.652169], [-1.233830, 0.721181, 3.514884], [-2.266204, 1.089867, -1.556399], [3.844673, -0.119119, 0.494074], [3.857567, -3.362223, 1.299029], [0.647658, 1.451241, -0.052087], [-3.633931, -0.047427, 3.569083], [1.402793, -2.658709, -2.400699], [-1.831462, 0.835955, 4.320961], [-0.641421, -3.967110, -2.197374], [-0.247167, 0.935884, 3.492402], [3.009147, 2.023241, -0.444949], [-3.934011, 1.988112, -2.055862], [2.806994, -1.703133, 0.929790], [-3.292130, -1.204131, 2.287994], [2.989602, -2.960777, 0.974077], [1.171505, 2.535310, 0.081774], [-1.659312, 0.139812, -1.132959], [0.546673, -1.997241, -2.533382], [2.192601, -3.428883, 1.381217], [-1.809233, 2.189796, -1.916688], [-0.591707, -2.924625, -1.882937], [-1.524092, -2.586598, -2.335157], [-2.403084, 2.943041, -2.233014], [-2.978025, -0.531193, 2.972535], [0.288287, -1.959116, -3.591634], [0.791785, 4.509688, 0.469622], [0.076557, -0.731303, -0.175140], [0.960207, -0.727154, -2.109398], [1.730634, -1.175876, 1.056824], [2.802299, 3.723494, 0.035794], [2.437271, 2.798750, -0.142238], [-4.144511, 0.306884, -1.572439], [3.985269, -1.111252, 0.620529], [-1.205191, -0.547218, 1.607201], [-3.551443, 1.105045, -1.749377], [4.778975, -1.615567, 0.252021]],
  "forces_ev_per_angstrom": [[-2.3, 2.8, 1.0], [0.1, 0.4, 0.1], [0.8, 1.4, -0.2], [0.1, 0.3, 0.2], [4.2, 1.9, -2.1], [-0.3, 0.1, 0.3], [-1.4, -4.9, 1.5], [0.8, -0.2, -0.3], [0.0, 0.3, -0.3], [-0.1, -1.1, 0.0], [0.4, -0.2, -0.2], [0.7, -0.4, -0.4], [1.0, 0.4, 0.3], [1.2, -0.4, -0.6], [-0.4, -0.1, 0.1], [0.1, 0.4, 0.0], [-0.6, -0.8, 0.0], [1.8, 1.9, -1.4], [-0.8, 0.0, 0.2], [-0.8, -6.3, 1.7], [-0.5, -1.3, -0.5], [0.4, -1.2, 0.5], [0.7, -1.7, -0.3], [-0.2, -0.4, -0.4], [5.3, 7.2, -2.0], [-0.6, 1.8, 1.3], [-0.9, 0.7, 0.0], [0.6, -0.3, -0.2], [-3.4, -2.2, -0.3], [0.0, -0.1, -0.5], [-0.3, -0.3, -0.1], [-0.4, -1.4, -1.5], [-1.4, -0.2, 1.6], [-0.8, 1.6, 0.9], [0.2, -0.5, -0.2], [2.7, 0.0, -0.3], [0.2, 0.3, 0.1], [-0.1, 2.7, 0.3], [-0.8, 0.1, 1.8], [-5.1, -0.7, -0.1], [-0.4, 0.4, -0.1]],
  "lowdin_charge": [0.174, 0.140, -0.389, 0.113, -0.664, 0.163, -0.778, 0.094, 0.122, 0.014, 0.122, 0.068, 0.095, 0.076, 0.115, 0.120, 0.105, -0.725, 0.136, 0.194, -0.736, 0.040, -0.404, 0.136, 0.191, -0.423, 0.053, 0.124, 0.178, 0.076, 0.112, 0.846, -0.388, 0.011, 0.114, 0.192, 0.129, 0.171, -0.006, 0.177, 0.113],
  "multiplicity": 6,
  "s_squared": 8.7530,
  "e_above_lowest_ev": 4.260,
  "homo_lumo_gap_ev": [5.1, 5.1],
  "homo_energy_ha": [-0.180, -0.181]
}

---

3.
{
  "formula": "C6H20N4Si",
  "method": "ωB97M-V/def2-TZVPD",
  "species": ["C", "H", "C", "H", "H", "H", "H", "H", "N", "H", "H", "H", "N", "C", "H", "H", "H", "H", "H", "H", "H", "H", "H", "Si", "C", "N", "H", "H", "C", "C", "N"],
  "positions_angstrom": [[-1.316399, 2.519382, 0.210359], [0.855649, 1.969122, -1.285518], [2.718554, -1.403385, 0.833599], [3.241010, -1.436947, 1.803514], [-4.153045, -1.815872, 0.699139], [-1.810247, 3.285884, -0.398995], [-1.961337, 2.256364, 1.044448], [1.911987, -2.132688, 0.839255], [2.169317, -0.102471, 0.521644], [1.403266, 0.104014, 1.155621], [-0.390598, 2.950890, 0.608442], [0.897101, -1.492030, -1.573111], [-1.023415, 1.350258, -0.581990], [3.160070, 0.949980, 0.573824], [3.911348, 0.754974, -0.194439], [-3.530284, 0.539544, 0.692783], [2.685601, 1.905427, 0.354820], [-2.608522, -2.108672, 1.496306], [3.432292, -1.671494, 0.053441], [0.311598, -3.140465, -1.294611], [-0.520718, 2.394370, -2.322724], [0.055121, 0.717546, -2.241318], [3.676128, 1.030912, 1.544132], [-1.549218, -0.248645, -0.301758], [-3.401984, -1.380409, 1.366044], [-2.826126, -0.169504, 0.833893], [-0.291568, -2.216536, -2.675572], [-3.871174, -1.176369, 2.332681], [0.019729, -2.140231, -1.627672], [-0.111445, 1.620198, -1.662926], [-1.082676, -1.713156, -0.803299]],
  "forces_ev_per_angstrom": [[-0.1, 0.0, 0.1], [0.0, 0.0, 0.0], [0.0, 0.0, 0.1], [0.0, 0.0, -0.1], [0.0, -0.1, 0.1], [0.0, 0.0, 0.1], [0.0, 0.1, 0.1], [0.0, -0.1, 0.0], [-0.4, 0.2, 0.1], [0.1, 0.0, -0.1], [0.0, 0.0, 0.0], [0.1, 0.0, 0.0], [-0.2, -0.7, 0.0], [0.0, 0.0, 0.0], [0.0, 0.1, 0.0], [0.2, 0.2, 0.0], [0.1, 0.1, 0.0], [0.0, -0.2, 0.1], [0.0, -0.1, 0.0], [0.2, 0.0, -0.2], [0.0, 0.0, 0.0], [0.1, -0.1, -0.1], [0.0, 0.0, -0.1], [0.0, -0.7, 0.1], [-0.3, -0.4, 0.3], [0.3, 0.4, -0.6], [0.1, -0.1, 0.0], [0.1, -0.1, 0.0], [-0.2, -0.2, 0.1], [0.2, 0.2, -0.3], [-0.5, 1.7, 0.4]],
  "lowdin_charge": [-0.133, 0.071, -0.154, 0.076, 0.076, 0.086, 0.064, 0.069, -0.194, 0.090, 0.083, 0.035, -0.319, -0.155, 0.079, 0.072, 0.061, 0.060, 0.079, 0.056, 0.086, 0.067, 0.075, 0.524, -0.193, -0.173, 0.060, 0.072, -0.288, -0.137, -0.194],
  "multiplicity": 1,
  "smiles": "C/N=[Si](/NC)N(C)C.CNC",
  "e_above_lowest_ev": 0.000,
  "homo_lumo_gap_ev": 8.6,
  "homo_energy_ha": -0.293
}